The following is a DFT calculation (ωB97M-V/def2-TZVPD) of a cluster of 7 separate species, C24H49NO13S3 in total in a non-equilibrium geometry.

## Properties
- Charge: +1
- <S²>: 0.754
- Multiplicity: 2
- HOMO level (alpha / beta): -0.3992 / -0.3992 Ha
- HOMO-LUMO gap (alpha / beta): 0.2941 / 0.1522 Eh
- Calculated total energy: -3170.74210 a.u.

Bonds (Å) are listed after each position.
Element x y z (Å)
1 C 0.109 -1.054 5.186  C2 1.589, H12 1.090, H13 1.090, H14 1.090
2 C -0.101 0.051 4.063  C1 1.589, C3 1.604, N7 1.456, C11 1.558
3 C -1.601 0.482 4.434  C2 1.604, C4 1.491, H15 1.090, H16 1.090
4 C -1.874 1.931 4.213  C3 1.491, C5 1.584, H17 1.090, H18 1.090
5 C -0.670 2.865 4.646  C4 1.584, C6 1.547, H19 1.090, H20 1.090
6 C 0.650 2.469 3.943  C5 1.547, N7 1.446, C9 1.533, C10 1.538
7 N 0.925 1.073 4.203  C2 1.456, C6 1.446, O8 1.340
8 O 2.183 0.612 4.158  N7 1.340, H30 0.960
9 C 0.669 2.715 2.430  C6 1.533, H21 1.090, H22 1.090, H23 1.090
10 C 1.696 3.378 4.609  C6 1.538, H24 1.090, H25 1.090, H26 1.090
11 C -0.044 -0.609 2.652  C2 1.558, H27 1.090, H28 1.090, H29 1.090
12 H 0.214 -0.687 6.208  C1 1.090
13 H 1.065 -1.551 5.022  C1 1.090
14 H -0.677 -1.809 5.178  C1 1.090
15 H -2.220 -0.131 3.779  C3 1.090
16 H -1.817 0.261 5.479  C3 1.090
17 H -2.781 2.228 4.740  C4 1.090
18 H -2.123 2.225 3.193  C4 1.090
19 H -0.730 2.958 5.730  C5 1.090
20 H -0.876 3.895 4.354  C5 1.090
21 H -0.358 2.647 2.072  C9 1.090
22 H 0.971 3.731 2.174  C9 1.090
23 H 1.303 2.152 1.746  C9 1.090
24 H 2.087 4.260 4.101  C10 1.090
25 H 1.223 3.951 5.406  C10 1.090
26 H 2.591 2.873 4.975  C10 1.090
27 H 0.077 -1.690 2.592  C11 1.090
28 H 0.808 -0.297 2.049  C11 1.090
29 H -0.973 -0.474 2.097  C11 1.090
30 H 2.310 0.480 5.100  O8 0.960
31 C 3.314 2.924 -3.987  S32 1.830, H35 1.090, H36 1.090, H37 1.090
32 S 4.571 3.681 -2.893  C31 1.830, O33 1.495, C34 1.864
33 O 5.851 2.946 -3.128  S32 1.495
34 C 4.766 5.225 -3.920  S32 1.864, H38 1.090, H39 1.090, H40 1.090
35 H 2.989 1.908 -3.764  C31 1.090
36 H 3.874 3.040 -4.915  C31 1.090
37 H 2.524 3.674 -3.967  C31 1.090
38 H 3.824 5.722 -4.150  C34 1.090
39 H 5.227 5.155 -4.905  C34 1.090
40 H 5.224 5.822 -3.132  C34 1.090
41 C 4.013 -1.734 1.647  S42 1.795, H45 1.090, H46 1.090, H47 1.090
42 S 3.277 -0.529 0.539  C41 1.795, O43 1.495, C44 1.838
43 O 4.341 0.386 0.025  S42 1.495
44 C 3.015 -1.715 -0.840  S42 1.838, H48 1.090, H49 1.090, H50 1.090
45 H 3.169 -1.842 2.328  C41 1.090
46 H 4.757 -1.207 2.244  C41 1.090
47 H 4.306 -2.651 1.135  C41 1.090
48 H 3.904 -2.158 -1.289  C44 1.090
49 H 2.679 -1.051 -1.637  C44 1.090
50 H 2.267 -2.488 -0.666  C44 1.090
51 C -5.140 0.522 2.319  S52 1.811, H55 1.090, H56 1.090, H57 1.090
52 S -3.778 -0.365 1.520  C51 1.811, O53 1.502, C54 1.875
53 O -3.580 -1.750 2.063  S52 1.502
54 C -4.575 -0.837 -0.109  S52 1.875, H58 1.090, H59 1.090, H60 1.090
55 H -5.086 0.379 3.398  C51 1.090
56 H -6.170 0.326 2.018  C51 1.090
57 H -4.745 1.536 2.372  C51 1.090
58 H -4.489 0.012 -0.786  C54 1.090
59 H -5.615 -0.895 0.213  C54 1.090
60 H -4.259 -1.792 -0.530  C54 1.090
61 C 0.246 1.295 -2.044  C62 1.477, O66 1.383, H67 1.090, H68 1.090
62 C -0.804 1.888 -1.190  C61 1.477, O63 1.352, H69 1.090, H70 1.090
63 O -1.811 0.987 -1.239  C62 1.352, C64 1.336
64 C -1.349 -0.211 -1.612  O63 1.336, O65 1.223, O66 1.363
65 O -1.993 -1.242 -1.755  C64 1.223
66 O -0.032 -0.054 -1.925  C61 1.383, C64 1.363
67 H 1.277 1.479 -1.740  C61 1.090
68 H 0.040 1.567 -3.079  C61 1.090
69 H -1.095 2.821 -1.672  C62 1.090
70 H -0.504 2.006 -0.149  C62 1.090
71 C 1.933 -3.376 -3.745  C72 1.517, O76 1.408, H77 1.090, H78 1.090
72 C 0.814 -2.644 -4.461  C71 1.517, O73 1.313, H79 1.090, H80 1.090
73 O 0.078 -3.584 -5.009  C72 1.313, C74 1.335
74 C 0.572 -4.808 -4.811  O73 1.335, O75 1.272, O76 1.377
75 O -0.034 -5.888 -5.103  C74 1.272
76 O 1.786 -4.710 -4.171  C71 1.408, C74 1.377
77 H 1.659 -3.286 -2.694  C71 1.090
78 H 2.915 -2.970 -3.986  C71 1.090
79 H 1.272 -1.887 -5.097  C72 1.090
80 H 0.071 -2.078 -3.900  C72 1.090
81 C -2.962 -3.431 -4.343  C82 1.530, O86 1.379, H87 1.090, H88 1.090
82 C -3.399 -4.011 -2.996  C81 1.530, O83 1.415, H89 1.090, H90 1.090
83 O -4.813 -3.964 -3.036  C82 1.415, C84 1.296
84 C -5.227 -3.457 -4.155  O83 1.296, O85 1.230, O86 1.404
85 O -6.416 -3.264 -4.406  C84 1.230
86 O -4.144 -3.188 -5.008  C81 1.379, C84 1.404
87 H -2.351 -4.176 -4.852  C81 1.090
88 H -2.363 -2.522 -4.273  C81 1.090
89 H -2.851 -3.445 -2.243  C82 1.090
90 H -3.004 -5.027 -3.036  C82 1.090

Atomic partial charges in e from the Löwdin method, atoms 1 to 5: C -0.01; C -0.36; C -0.11; C -0.17; C -0.09